# 1
Density functional theory data (the ωB97M-V functional and the def2-TZVPD basis) for a molecular structure, C30H31N6O8P4Se3V in a non-equilibrium geometry.

```
83
Properties=species:S:1:pos:R:3:forces:R:3
V -0.466 -2.327 -1.909 -1.05 -2.00 1.59
Se 5.159 1.518 0.566 0.07 -0.03 0.05
P 3.078 1.807 0.510 -0.11 -0.10 0.00
C 2.711 3.383 -0.312 -0.11 0.06 -0.05
C 2.917 4.593 0.355 -0.03 0.01 -0.11
C 2.801 5.795 -0.331 0.00 -0.11 0.03
C 2.499 5.794 -1.690 -0.01 0.01 0.02
C 2.310 4.593 -2.357 -0.03 -0.06 -0.01
C 2.411 3.387 -1.670 -0.06 0.03 -0.04
C 2.365 1.925 2.183 -0.12 0.05 0.07
C 2.996 1.255 3.229 -0.06 -0.03 0.08
C 2.471 1.318 4.515 0.01 0.01 -0.07
C 1.318 2.053 4.764 0.01 0.00 -0.04
C 0.684 2.723 3.726 0.05 -0.01 -0.05
C 1.207 2.658 2.440 0.09 -0.03 0.01
C 2.174 0.502 -0.368 -0.08 -0.16 -0.25
C 0.844 0.066 -0.564 0.22 -0.25 -0.19
N 0.913 -1.063 -1.333 2.05 1.65 0.83
N 2.207 -1.268 -1.623 -0.20 0.34 0.32
N 2.964 -0.355 -1.056 -0.48 -0.16 -0.15
P -0.813 0.553 -0.123 0.03 0.17 0.05
Se -2.268 -0.557 -1.246 0.11 -0.03 -0.02
C -1.055 2.317 -0.482 0.17 0.06 -0.05
C -0.975 2.667 -1.834 -0.04 0.02 0.04
C -1.234 3.967 -2.233 0.03 0.02 -0.04
C -1.567 4.934 -1.289 0.03 0.00 0.00
C -1.644 4.594 0.054 0.03 -0.09 0.02
C -1.392 3.284 0.458 -0.10 0.12 -0.02
C -1.020 0.262 1.643 -0.12 0.02 0.08
C -0.080 -0.485 2.341 -0.03 -0.09 0.12
C -0.319 -0.832 3.666 0.00 0.00 -0.02
C -1.488 -0.424 4.294 0.01 0.01 -0.02
C -2.437 0.314 3.591 0.03 0.01 -0.08
C -2.212 0.641 2.261 0.00 -0.09 0.12
H 3.188 4.591 1.404 -0.02 0.00 0.00
H 2.960 6.731 0.192 -0.01 -0.06 -0.02
H 2.413 6.733 -2.228 0.02 -0.09 0.05
H 2.078 4.588 -3.417 0.01 -0.02 0.08
H 2.266 2.446 -2.193 0.00 0.09 0.02
H 3.906 0.700 3.025 -0.05 0.06 0.02
H 2.969 0.795 5.325 -0.05 0.04 -0.08
H 0.910 2.102 5.768 0.02 -0.01 -0.06
H -0.220 3.294 3.915 0.07 -0.05 -0.02
H 0.716 3.183 1.630 0.10 0.01 0.06
H -0.733 1.910 -2.575 -0.02 0.04 -0.01
H -1.177 4.225 -3.287 0.01 -0.05 0.13
H -1.765 5.955 -1.602 0.02 -0.10 0.03
H -1.901 5.346 0.793 0.01 -0.07 -0.05
H -1.467 3.024 1.507 -0.01 0.01 -0.07
H 0.818 -0.827 1.841 -0.01 0.01 0.03
H 0.407 -1.435 4.203 -0.06 0.06 -0.06
H -1.670 -0.694 5.329 0.01 0.01 -0.08
H -3.364 0.611 4.074 0.08 -0.02 -0.05
H -2.978 1.150 1.687 0.01 0.01 0.04
C -3.927 -5.224 0.449 0.04 0.07 -0.10
C -2.597 -4.873 -0.231 0.38 -0.33 -0.06
O -1.789 -6.077 -0.409 -0.61 0.48 -0.21
P -2.883 -4.345 -1.954 0.12 -0.40 -0.40
O -3.610 -5.621 -2.609 0.42 -0.22 -0.13
O -4.096 -3.323 -1.905 0.09 0.17 -0.11
O -1.718 -3.927 -2.779 -0.46 -0.20 0.57
P -1.597 -3.730 0.853 0.58 -0.18 -0.12
O -2.671 -2.632 1.327 -0.38 0.05 0.52
O -1.220 -4.578 2.016 0.07 -0.11 -0.18
O -0.511 -3.061 0.030 -0.88 -0.14 0.21
H -4.429 -6.017 -0.107 0.03 0.01 0.02
H -4.585 -4.353 0.498 0.10 -0.09 -0.01
H -3.714 -5.577 1.459 0.01 0.01 -0.02
H -1.224 -6.153 0.371 0.06 0.15 0.24
H -2.940 -6.272 -2.891 -0.32 0.31 0.21
H -3.917 -2.553 -2.472 -0.01 -0.13 0.21
H -3.048 -2.924 2.181 0.34 0.23 -0.54
N 2.021 -3.360 -4.187 -0.17 -0.25 0.20
C 1.986 -3.951 -2.966 -0.09 0.14 0.62
N 3.044 -4.768 -2.652 -0.09 -0.05 -0.16
O 1.055 -3.840 -2.158 0.14 0.15 -0.86
H 2.905 -3.222 -4.636 0.14 0.01 -0.04
H 1.332 -2.644 -4.333 -0.21 0.25 -0.02
H 3.923 -4.600 -3.106 0.07 0.02 -0.03
H 3.099 -4.977 -1.673 0.01 0.01 0.16
Se -0.454 0.688 -5.618 0.06 0.14 -0.16
C -0.417 -0.635 -4.441 -0.15 -0.19 0.26
N -0.434 -1.472 -3.624 0.27 0.88 -2.26
```
Positions in Å, forces in eV/Å.

The calculation puts the energy above the lowest of the compared OMol25 structures with the same formula, charge and spin at 0.000 eV. The calculation puts the HOMO-LUMO gap (spin up / spin down) at 5.9 / 5.3 eV. Its net charge is -1. The calculation puts the HOMO energy (spin up / spin down) at -3.568 / -2.959 eV. The calculation puts the total energy at -11606.452509 Eh. Its spin multiplicity is 2.

=====

# 2
Density functional theory data (the ωB97M-V functional and the def2-TZVPD basis) for 2 unconnected molecules or ions with the total composition C8H11ClN2S in a non-equilibrium geometry.

```
23
Properties=species:S:1:pos:R:3:forces:R:3
C 1.455 -0.276 -0.719 -0.05 -0.07 0.04
C 0.172 -0.939 1.301 0.08 0.02 0.33
C 1.097 -0.832 2.250 -0.14 -0.05 -0.02
C -2.082 0.510 -3.246 -0.49 0.01 0.36
C 0.317 -0.396 -0.044 -0.15 0.37 -0.67
C -0.012 2.473 -3.380 0.33 0.15 1.19
C 0.955 -1.367 3.631 -0.03 -0.02 -0.04
C -1.060 0.047 -2.403 -0.33 -0.67 0.62
N -1.997 0.376 -4.524 -0.26 -0.88 -0.17
N 0.622 3.104 -2.557 0.08 0.14 -0.04
S -1.243 0.169 -0.705 0.14 -0.12 -0.01
Cl -0.403 2.465 -4.994 0.61 1.19 -1.50
H 1.510 0.208 -1.677 -0.02 0.17 -0.17
H 2.374 -0.668 -0.319 0.14 -0.14 0.13
H -0.779 -1.409 1.515 -0.06 -0.11 0.13
H 2.026 -0.319 2.039 0.08 0.15 -0.14
H -2.921 1.008 -2.739 0.01 0.01 -0.18
H 1.769 -2.057 3.847 0.05 -0.10 0.11
H 1.016 -0.557 4.357 0.02 0.02 0.09
H 0.007 -1.883 3.760 -0.05 -0.06 0.05
H -0.219 -0.496 -2.796 0.18 -0.04 -0.15
H -2.794 0.753 -5.028 -0.11 0.08 0.23
H 1.146 3.965 -2.733 -0.05 -0.05 -0.20
```
Positions in Å, forces in eV/Å.

The calculation puts the HOMO-LUMO gap (spin up / spin down) at 7.6 / 7.6 eV. Its net charge is 0. The calculation puts the HOMO energy (spin up / spin down) at -6.763 / -8.673 eV. The calculation puts the total energy at -1279.121173 Eh. Its spin multiplicity is 3.

=====

# 3
Density functional theory data (the ωB97M-V functional and the def2-TZVPD basis) for a molecular structure, C24H61Cl2F2N6O13S2Tl in a non-equilibrium geometry.

```
111
Properties=species:S:1:pos:R:3:forces:R:3
Tl 22.730 17.604 -6.110 0.03 -0.05 0.22
N 23.639 16.062 -3.931 0.88 -2.88 0.77
S 23.570 16.408 -2.362 -2.37 4.35 2.30
O 24.679 17.258 -1.998 -0.82 -1.28 0.03
O 22.993 15.514 -1.407 1.14 -0.26 -1.20
F 22.380 17.492 -2.509 0.78 -0.54 -0.24
S 24.067 14.412 -3.794 1.76 -1.12 -1.86
O 22.984 13.544 -3.505 -0.40 0.59 -0.21
O 25.329 14.203 -3.145 -0.97 0.91 0.30
F 24.443 14.221 -5.289 -0.52 0.00 0.13
Cl 25.770 11.654 -0.057 0.52 -0.36 0.06
C 24.212 12.005 0.675 -0.91 0.44 -0.05
C 24.050 13.503 0.842 0.12 0.09 -0.63
Cl 25.152 14.167 2.075 -0.12 0.02 0.14
H 24.027 11.482 1.611 0.51 -0.11 0.01
H 23.471 11.639 -0.039 -0.10 0.15 0.04
H 23.024 13.795 1.060 0.05 -0.17 0.33
H 24.316 14.002 -0.088 0.02 -0.11 0.05
C 26.423 11.068 -6.268 0.07 -0.91 0.12
C 27.938 11.232 -6.365 -1.16 -0.69 -0.40
C 28.670 9.920 -6.634 -0.83 -0.50 0.29
O 28.225 12.141 -7.419 0.53 0.98 0.32
H 26.235 10.406 -5.418 -0.30 0.14 -0.01
H 26.013 10.561 -7.149 0.12 0.00 -0.06
H 25.876 12.003 -6.151 0.22 0.15 0.18
H 28.224 11.632 -5.390 0.58 0.49 -0.37
H 29.723 10.140 -6.776 0.06 -0.31 -0.18
H 28.206 9.380 -7.468 0.39 0.54 -0.55
H 28.519 9.146 -5.875 0.32 0.52 0.55
H 27.764 11.872 -8.219 -0.01 -0.34 0.08
C 21.898 16.061 2.604 1.12 1.08 -0.73
C 21.035 17.181 1.993 -0.57 -1.39 -0.42
C 20.942 16.963 0.496 -0.12 -1.02 -0.52
O 19.719 16.995 2.540 0.56 0.92 0.11
H 22.887 16.200 2.146 0.15 -0.19 0.35
H 21.560 15.078 2.289 -0.40 0.05 0.18
H 22.002 16.130 3.684 -0.09 -0.05 0.02
H 21.426 18.192 2.151 -0.03 -0.08 0.54
H 20.822 15.893 0.287 -0.42 0.01 0.22
H 21.857 17.141 -0.062 0.12 0.71 0.37
H 20.099 17.464 0.020 0.06 0.27 0.15
H 19.835 17.240 3.470 -0.51 -0.18 -0.11
C 22.521 8.408 -3.965 0.26 1.30 -0.86
C 22.451 9.798 -3.325 0.78 -1.34 -0.80
C 23.848 10.454 -3.273 -0.55 0.53 2.25
O 21.586 10.609 -4.095 -0.26 0.44 -0.01
H 22.875 8.592 -4.987 -0.34 -0.25 -0.14
H 21.523 7.977 -3.979 0.20 -0.42 0.01
H 23.312 7.801 -3.532 -0.39 -0.21 0.46
H 22.008 9.642 -2.332 0.44 0.49 0.17
H 24.340 10.865 -4.149 -0.51 -0.44 -0.51
H 24.544 9.835 -2.703 0.03 -0.16 -0.23
H 23.648 11.301 -2.602 0.50 0.23 -0.15
H 21.517 11.450 -3.619 -0.09 -0.13 -0.17
C 28.742 17.143 2.110 -0.95 0.26 -0.57
C 28.326 16.874 0.652 -0.10 -0.65 -0.16
C 27.069 17.605 0.194 -0.10 0.19 0.43
O 29.356 17.195 -0.270 0.00 0.08 -0.30
H 28.132 16.502 2.748 0.26 -0.12 0.13
H 28.462 18.165 2.374 0.45 0.11 0.03
H 29.803 16.959 2.247 0.01 -0.02 0.21
H 28.083 15.801 0.589 0.31 -0.08 -0.09
H 26.354 17.040 -0.406 0.36 -0.38 0.24
H 27.334 18.471 -0.416 0.09 0.27 0.38
H 26.559 17.898 1.114 -0.29 0.33 -0.29
H 30.179 16.764 -0.013 -0.05 -0.02 0.07
O 22.952 20.023 -4.222 0.78 -0.03 -0.01
C 23.466 20.978 -3.624 -1.20 -0.76 -0.01
N 23.058 22.226 -3.811 0.38 1.89 0.21
C 24.469 20.734 -2.529 0.20 -0.72 0.35
H 23.486 22.988 -3.304 0.18 -0.34 0.20
H 22.438 22.595 -4.515 -0.19 -0.90 -0.29
H 24.379 19.701 -2.189 -0.02 -0.02 -0.30
H 24.306 21.323 -1.627 0.06 0.47 -0.30
H 25.481 20.855 -2.918 0.00 0.25 0.10
O 22.379 14.732 -6.929 -0.57 0.78 0.24
C 21.930 13.874 -7.688 0.81 -1.12 -0.12
N 21.143 12.883 -7.212 0.44 1.30 0.02
C 22.373 13.799 -9.121 -0.53 0.80 -0.51
H 21.087 12.003 -7.690 -0.25 -0.14 0.13
H 20.980 12.996 -6.222 -0.23 -0.74 0.03
H 23.197 14.490 -9.283 0.29 -0.34 0.20
H 21.587 14.215 -9.760 -0.19 -0.26 0.10
H 22.574 12.787 -9.462 0.12 -0.01 0.09
O 20.465 18.702 -4.725 0.15 0.07 -0.33
C 19.556 19.074 -3.989 -0.36 -0.64 0.81
N 18.303 18.597 -4.069 0.27 0.26 0.01
C 19.820 20.030 -2.842 -0.10 0.34 -0.12
H 18.068 17.868 -4.720 -0.07 0.07 -0.07
H 17.631 18.913 -3.393 -0.21 -0.16 -0.07
H 20.894 20.019 -2.689 -0.03 0.35 0.06
H 19.307 19.808 -1.905 0.00 -0.58 -0.15
H 19.421 21.017 -3.090 0.44 0.09 -0.27
O 25.081 16.009 -7.104 -0.41 0.29 -0.13
C 26.204 15.813 -7.572 -0.02 -0.80 -0.03
N 27.297 16.186 -6.880 -1.36 -0.37 -0.99
C 26.348 15.026 -8.859 0.40 0.40 -0.80
H 28.176 16.193 -7.364 0.42 -0.04 0.70
H 27.030 16.454 -5.947 0.94 0.43 0.17
H 27.380 14.766 -9.097 0.05 -0.02 0.33
H 25.993 15.602 -9.718 -0.12 0.25 0.22
H 25.756 14.114 -8.877 -0.05 0.03 0.52
O 25.405 18.323 -4.904 -0.36 0.06 0.09
C 26.488 18.569 -4.340 0.43 -0.57 -0.98
N 26.872 18.024 -3.202 0.30 0.50 -0.70
C 27.474 19.410 -5.134 0.46 -0.03 0.41
H 26.198 17.446 -2.710 0.39 0.10 0.37
H 27.799 18.266 -2.893 -0.07 -0.32 0.54
H 27.196 20.457 -5.024 -0.05 0.02 -0.36
H 27.488 19.072 -6.166 -0.44 0.29 -0.15
H 28.510 19.297 -4.801 -0.19 -0.03 0.38
```
Positions in Å, forces in eV/Å.

The calculation puts the HOMO-LUMO gap at 1.7 eV. Its net charge is +2. The calculation puts the HOMO energy at -13.548 eV. The calculation puts the total energy at -4345.981036 Eh.

=====

# 4
Density functional theory data (the ωB97M-V functional and the def2-TZVPD basis) for a molecular structure, C20H33N7NaOP2SbSe4.

```
69
Properties=species:S:1:pos:R:3:forces:R:3
Na -0.022 1.011 -1.153 -0.51 0.03 -0.16
C 0.019 3.199 3.062 0.01 0.00 0.03
N -1.293 2.746 2.651 -0.17 0.06 0.04
C -2.265 3.841 2.612 0.11 0.06 -0.02
C -1.318 1.814 1.618 -0.02 -0.03 -0.24
N -0.297 1.277 1.062 0.15 -0.17 0.64
N -2.582 1.466 1.224 0.07 -0.21 0.19
C -2.932 0.568 0.149 -0.13 0.07 -0.29
N -4.389 0.527 0.183 -0.09 -0.04 0.18
N -2.395 1.111 -1.124 0.18 0.39 -0.10
H -0.093 3.799 3.966 0.00 0.02 -0.01
H 0.501 3.809 2.287 0.01 0.01 0.00
H 0.659 2.350 3.305 -0.01 -0.01 -0.01
H -2.304 4.301 3.601 0.00 0.00 0.01
H -3.260 3.489 2.363 0.00 -0.03 -0.01
H -1.977 4.590 1.867 0.00 0.00 -0.01
H 0.566 1.727 1.345 -0.07 0.08 0.00
H -3.310 1.499 1.917 -0.01 0.06 -0.05
H -4.782 1.243 -0.416 -0.01 0.00 0.02
H -4.715 -0.389 -0.103 0.01 0.01 -0.05
H -2.854 0.649 -1.904 0.07 -0.03 0.05
Se -1.825 2.873 -6.016 0.03 0.04 0.04
Sb -2.113 4.710 -4.467 -0.01 -0.06 -0.25
Se -0.557 3.931 -0.916 0.11 0.04 -0.04
Se -2.604 2.988 -1.484 -0.23 -0.17 0.24
Se -4.262 5.759 -4.794 0.00 -0.02 0.01
C 3.231 1.905 -3.473 0.00 -0.12 -0.03
P 2.575 1.050 -1.989 0.55 0.14 -0.05
C 3.208 2.225 -0.707 0.01 -0.11 -0.10
C 3.725 -0.386 -1.745 -0.13 0.09 -0.04
C 4.803 -0.653 -2.583 0.01 -0.03 0.04
C 5.603 -1.774 -2.375 -0.02 0.15 -0.12
C 5.321 -2.643 -1.338 -0.09 -0.06 0.16
C 4.225 -2.402 -0.514 0.09 -0.02 0.01
C 3.421 -1.287 -0.705 -0.16 0.11 -0.01
P 1.884 -0.908 0.259 0.08 -0.28 -0.12
C 2.197 -1.631 1.911 0.07 -0.09 0.01
C 0.760 -2.200 -0.415 0.05 0.06 0.05
H 4.275 2.208 -3.366 0.00 -0.01 0.00
H 2.612 2.793 -3.614 0.00 0.00 0.01
H 3.116 1.285 -4.362 -0.02 0.00 0.01
H 4.266 2.436 -0.870 0.00 0.01 0.00
H 3.076 1.804 0.289 -0.04 -0.01 -0.02
H 2.628 3.148 -0.778 -0.02 -0.01 -0.01
H 5.021 0.008 -3.413 0.03 0.01 0.03
H 6.443 -1.968 -3.032 -0.01 0.01 0.00
H 5.940 -3.517 -1.175 -0.01 0.00 0.00
H 3.990 -3.102 0.280 0.01 0.00 -0.01
H 2.441 -2.695 1.874 0.00 0.02 0.02
H 1.268 -1.515 2.474 0.01 0.00 0.00
H 2.992 -1.089 2.426 0.00 0.00 0.00
H 1.201 -3.195 -0.326 0.00 0.00 -0.02
H 0.539 -2.007 -1.467 0.01 0.01 0.00
H -0.178 -2.174 0.142 0.00 0.01 -0.01
N -2.514 -5.359 2.679 0.05 -0.05 0.05
C -2.878 -4.932 1.359 -0.05 -0.13 -0.04
O -3.268 -5.832 0.580 0.06 0.07 0.01
C -2.735 -3.573 1.063 -0.01 0.22 0.00
C -3.080 -3.057 -0.240 0.01 -0.01 0.07
C -2.931 -1.769 -0.582 0.08 0.06 -0.01
N -2.374 -0.777 0.305 0.10 0.07 0.13
C -2.132 -1.254 1.635 -0.17 -0.15 -0.10
C -2.267 -2.545 1.978 -0.05 -0.06 -0.04
H -2.902 -6.282 2.819 -0.03 0.05 0.03
H -2.800 -4.722 3.410 -0.01 -0.01 -0.01
H -3.452 -3.750 -0.984 0.02 -0.01 0.00
H -3.131 -1.426 -1.590 0.03 -0.02 -0.01
H -1.742 -0.532 2.333 0.03 0.02 -0.05
H -1.974 -2.796 2.993 0.02 -0.03 -0.03
```
Positions in Å, forces in eV/Å.

The calculation puts the energy above the lowest of the compared OMol25 structures with the same formula, charge and spin at 2.846 eV. The calculation puts the HOMO-LUMO gap at 3.8 eV. Its net charge is -2. The calculation puts the HOMO energy at -0.584 eV. The calculation puts the total energy at -11931.560705 Eh.